(1)
15
Properties=species:S:1:pos:R:3:forces:R:3:mulliken_charge:R:1 method="wB97M-V/def2-TZVPD" homo_ev=-8.409 gap_ha=0.339 spin_multiplicity=1 total_charge=0
C -0.8128 2.4834 -1.3976 -0.4 -1.1 0.0 -0.132
C 0.1778 0.8872 1.1463 -1.1 0.2 -0.1 -0.939
C 1.2930 -0.7792 -0.9521 -0.2 0.8 -0.6 -0.931
N -0.4222 1.2558 -1.4926 -0.8 2.8 -0.9 -0.209
P -0.2820 0.0157 -0.3891 0.0 -0.3 0.3 0.121
H -1.0467 3.0610 -0.4609 0.4 -0.8 -0.4 0.154
H -1.1264 3.0729 -2.2964 0.8 -0.7 0.4 0.118
H -0.4976 2.0549 -4.3770 0.9 -0.5 0.5 0.143
H -0.0746 0.2664 2.0136 0.2 0.4 -0.1 0.315
H 1.2057 1.1445 1.0871 1.0 0.3 0.3 0.309
H -0.4148 1.8260 1.1240 0.3 -0.6 0.4 0.274
H 0.9116 -1.6586 -1.4495 0.2 -0.1 -1.0 0.320
H 1.9814 -0.1085 -1.6183 -1.1 -1.5 1.6 0.281
H 1.6788 -1.2674 -0.0590 0.8 0.6 0.2 0.331
H 0.0427 1.6996 -3.9421 -0.9 0.5 -0.7 -0.154

=====

(2)
16
Properties=species:S:1:pos:R:3:forces:R:3:mulliken_charge:R:1 method="wB97M-V/def2-TZVPD" homo_ev="-6.489 / -7.278" gap_ha="0.234 / 0.260" spin_multiplicity=1 total_charge=0
C -1.0250 1.0519 1.5970 0.0 -0.3 -0.5 -0.990
C -1.2560 0.9074 -1.5955 0.0 -0.2 0.5 -0.972
C -0.4478 -1.6570 0.0713 -0.2 0.5 0.0 -0.936
N 3.8262 -0.7438 -0.0855 0.0 0.2 0.0 -0.343
Si -0.4316 0.2398 -0.0181 0.6 0.1 0.0 0.035
P 3.6879 0.7941 -0.1022 -0.3 -0.3 0.0 0.104
H -1.8663 0.5040 2.0158 -0.2 -0.1 0.1 0.331
H -0.2366 1.0668 2.3440 0.1 -0.1 0.0 0.310
H -1.3409 2.0779 1.4347 0.0 0.2 -0.1 0.320
H -2.3330 0.7571 -1.5637 -0.2 0.0 0.0 0.339
H -1.0749 1.9699 -1.7259 0.1 0.2 0.1 0.303
H -0.8733 0.3996 -2.4751 0.1 -0.1 -0.1 0.298
H 0.1611 -2.0927 -0.7147 0.1 0.0 -0.1 0.307
H -0.0510 -2.0014 1.0211 0.1 0.0 0.2 0.293
H -1.4582 -2.0530 -0.0348 -0.1 0.0 0.0 0.350
H 4.7196 -1.2208 -0.1684 0.0 0.0 0.0 0.250

=====

(3)
16
Properties=species:S:1:pos:R:3:forces:R:3:mulliken_charge:R:1 method="wB97M-V/def2-TZVPD" homo_ev="-6.334 / -8.480" gap_ha="0.241 / 0.248" spin_multiplicity=3 total_charge=0
C -0.9526 0.4550 -1.8039 1.8 0.8 -0.8 -1.032
C -1.7341 -0.3185 2.8592 0.3 1.9 -0.1 -0.839
C 1.8850 -0.5808 -1.6242 -0.4 1.9 -2.0 -0.973
N 0.9113 0.0226 2.0963 0.4 0.5 0.6 -0.637
Si 0.0724 -0.9191 -0.9092 -0.5 1.6 -0.6 0.198
P -0.5117 0.0162 1.3750 0.6 0.4 0.5 0.295
H -2.0086 0.4422 -1.6586 -0.8 -0.1 0.3 0.362
H -0.5457 1.4617 -1.3841 -0.6 -1.6 -0.6 0.299
H -0.7619 0.4500 -2.9256 -0.1 0.0 1.3 0.322
H -2.7582 -0.0512 2.5073 0.6 -0.7 0.2 0.302
H -1.6179 -1.3241 3.2510 -0.2 0.0 0.1 0.289
H -1.5305 0.5094 3.6902 0.2 -1.9 -1.9 0.247
H 2.0422 -1.0879 -2.6298 -0.3 -0.3 1.5 0.321
H 2.0920 0.5271 -2.0798 -0.8 -2.1 1.9 0.273
H 2.6298 -0.8368 -0.8901 0.5 -0.1 -0.1 0.327
H 1.7961 0.3040 1.6675 -0.6 -0.4 -0.2 0.247

=====

(4)
15
Properties=species:S:1:pos:R:3:forces:R:3:mulliken_charge:R:1 method="wB97M-V/def2-TZVPD" homo_ev=-2.146 gap_ha=0.216 spin_multiplicity=1 total_charge=-1
C 2.6463 0.2690 1.0194 -3.6 1.7 0.2 -0.479
S 2.5107 2.0921 0.4301 0.6 -0.8 -0.3 -0.766
H 1.6573 -0.1802 0.5357 2.5 0.1 0.9 -0.125
H 3.5816 -0.2877 0.9452 -0.2 0.1 -0.3 0.281
H 2.3518 0.5057 2.0716 0.6 -1.1 -0.5 0.111
C -1.3769 0.7403 0.2852 -0.3 1.1 -3.1 -0.808
N -1.1794 0.1585 -1.1678 -0.1 0.2 2.2 -0.457
C -1.2958 -1.2952 -1.1459 1.0 -0.4 3.7 -0.767
H -2.4196 1.0479 0.1361 0.0 -0.1 1.2 0.339
H -1.1986 0.0105 1.0360 0.0 -0.7 0.6 0.306
H -0.7809 1.6516 0.5356 -0.1 -0.8 -0.7 0.259
H -0.3016 0.4707 -1.5255 0.7 0.0 -0.1 0.282
H -1.9272 -1.5987 -0.2196 1.2 0.5 -1.0 0.214
H -0.3356 -1.9230 -1.0789 -1.1 1.0 -0.2 0.218
H -1.9320 -1.6614 -1.8571 -1.2 -0.9 -2.7 0.393

=====

(5)
15
Properties=species:S:1:pos:R:3:forces:R:3:mulliken_charge:R:1 method="wB97M-V/def2-TZVPD" smiles=C[C@@H]([NH3+])CS homo_ev=-13.570 gap_ha=0.360 spin_multiplicity=1 total_charge=+1
C -0.7515 1.1395 -0.9591 -1.5 0.0 -1.3 -1.159
C -0.1162 0.2887 0.0638 2.0 -1.4 2.4 0.230
N -1.0987 -0.8000 0.6265 -1.2 -0.7 -2.0 -0.411
C 1.3428 -0.0928 -0.2191 1.3 -0.7 -2.6 -0.959
S 1.9404 -1.5914 0.5605 -0.3 0.2 0.6 -0.165
H -0.8950 2.1207 -0.5369 -0.7 0.4 -0.1 0.299
H -0.0819 1.2863 -1.8133 -0.1 -0.2 0.1 0.350
H -1.7284 0.6891 -1.3844 1.4 0.9 0.8 0.374
H 0.2225 0.6961 0.9984 -1.4 1.5 0.8 0.391
H -0.7683 -1.5930 1.2209 0.6 1.0 -0.4 0.358
H -1.5402 -1.3152 -0.2298 0.4 1.3 2.0 0.380
H -1.8048 -0.2382 1.1842 0.6 -1.1 -1.1 0.401
H 2.0391 0.7825 0.0196 -1.3 -1.1 -0.2 0.396
H 1.5137 -0.3145 -1.3025 -0.2 0.3 0.6 0.371
H 1.7265 -1.0577 1.7711 0.3 -0.4 0.4 0.143

=====

(6)
15
Properties=species:S:1:pos:R:3:forces:R:3:mulliken_charge:R:1 method="wB97M-V/def2-TZVPD" homo_ev=-12.835 gap_ha=0.301 spin_multiplicity=1 total_charge=+1
C -1.0766 0.8329 -1.7598 0.2 1.6 6.9 -0.984
C 0.4676 -0.1577 2.7746 -1.0 1.3 1.3 -0.706
C 0.2486 0.3761 -1.3522 0.1 -2.2 -1.1 0.034
N 0.9006 -0.5775 -1.9456 1.7 0.6 0.3 -0.240
S 0.0008 -1.1153 1.3619 1.0 0.0 -1.3 -0.195
H -1.4607 0.3794 -2.5608 -1.3 -0.9 -3.5 0.433
H -1.8778 0.7155 -0.8713 1.9 -0.2 -1.7 0.291
H -0.8863 1.9072 -1.5729 -0.8 0.1 -1.5 0.313
H -0.4529 0.2692 3.2704 1.0 -0.7 -0.3 0.292
H 1.0341 0.7351 2.5049 0.1 -0.2 -0.3 0.255
H 1.0742 -0.7426 3.4553 -0.2 0.0 0.2 0.303
H 0.8161 0.8408 -0.6117 0.6 1.3 1.0 0.516
H -1.1701 -1.5333 1.7306 -1.1 -0.3 0.5 0.151
H 1.9523 -0.6928 -1.9076 -1.8 0.1 0.5 0.303
H 0.4302 -1.2369 -2.5159 -0.5 -0.4 -1.0 0.235

=====

(7)
15
Properties=species:S:1:pos:R:3:forces:R:3:mulliken_charge:R:1 method="wB97M-V/def2-TZVPD" homo_ev=-15.458 gap_ha=0.408 spin_multiplicity=1 total_charge=+1
C 1.4451 -0.5953 -0.2486 0.1 0.0 0.1 -1.190
C 0.9336 0.6145 0.5434 -0.2 -0.2 -0.1 -0.132
C -0.5432 1.0286 0.3145 0.2 -0.1 0.1 -0.601
N -1.2634 0.3719 -0.8007 0.1 -0.1 0.2 -0.281
S -1.9811 -1.0827 -0.5680 0.2 0.0 -0.3 0.123
H 2.5280 -0.5409 -0.3337 0.0 0.0 0.0 0.338
H 1.2332 -1.5402 0.2562 -0.1 0.0 -0.1 0.259
H 1.0760 -0.6492 -1.2745 0.0 0.0 0.0 0.310
H 1.5652 1.4732 0.3292 0.0 0.0 0.0 0.328
H 1.0449 0.3895 1.6019 0.1 0.2 0.1 0.285
H -0.6208 2.0928 0.1052 0.0 0.0 0.0 0.313
H -1.1337 0.8496 1.2132 -0.1 0.0 0.0 0.334
H -0.7604 0.3666 -1.6829 -0.2 0.2 -0.1 0.351
H -2.4998 -0.8416 0.6504 -0.1 -0.1 0.0 0.292
H -1.0236 -1.9370 -0.1055 -0.1 0.0 0.2 0.271

=====

(8)
14
Properties=species:S:1:pos:R:3:forces:R:3:mulliken_charge:R:1 method="wB97M-V/def2-TZVPD" smiles=CC.CO homo_ev=-10.353 gap_ha=0.419 spin_multiplicity=1 total_charge=0
C 1.2447 -0.7595 0.2869 -0.2 -0.6 0.9 -0.682
C 0.7539 -2.0449 0.9555 -0.1 -0.5 0.3 -1.008
H 1.3900 -0.0284 1.0929 -0.5 0.3 -0.3 0.280
H 2.2466 -0.8439 -0.1219 -0.1 -0.3 -0.6 0.322
H 0.4513 -0.5236 -0.4248 0.7 0.4 0.0 0.253
H -0.1250 -1.8523 1.5827 0.3 0.2 0.1 0.277
H 0.3809 -2.8125 0.2716 0.4 0.2 -0.3 0.295
H 1.5286 -2.5124 1.5679 -0.1 0.0 0.1 0.312
C -1.6162 2.1459 -0.8991 -0.1 -1.6 0.0 -0.502
O -0.7157 1.0489 -1.1388 -1.0 0.2 -0.9 -0.522
H -1.7476 2.7527 -1.7992 0.5 0.4 0.4 0.207
H -1.3002 2.6298 0.0223 -0.3 0.7 -0.3 0.269
H -2.5824 1.6534 -0.7360 0.0 0.4 0.2 0.197
H 0.0912 1.1466 -0.6599 0.6 0.5 0.4 0.302

=====

(9)
14
Properties=species:S:1:pos:R:3:forces:R:3:mulliken_charge:R:1 method="wB97M-V/def2-TZVPD" smiles=CCC.O homo_ev=-10.641 gap_ha=0.421 spin_multiplicity=1 total_charge=0
C 0.1683 -1.7708 -0.2693 -2.2 2.0 -0.9 -1.356
C 0.1993 -0.2112 -0.7078 -1.0 -2.0 -0.3 0.226
C 1.5881 0.2318 -0.3144 1.3 -0.3 -1.7 -1.047
H 1.0148 -2.3094 -0.6175 0.9 -0.3 -0.2 0.449
H -0.7097 -2.2234 -0.7140 -0.3 -0.3 -0.2 0.344
H 0.0071 -1.8824 0.7962 0.4 0.2 0.3 0.317
H -0.6978 0.3318 -0.2326 1.9 -0.8 -0.7 0.005
H 0.1111 -0.0995 -1.8505 -0.1 -0.5 1.7 0.236
H 2.0356 0.7293 -1.1908 0.2 -0.1 0.3 0.267
H 1.6264 0.9503 0.4403 0.0 1.1 1.6 0.318
H 2.2917 -0.6155 -0.0620 -0.9 0.9 -0.1 0.268
O -1.7221 1.4481 1.1545 5.5 0.4 4.4 -0.639
H -2.3650 1.7043 0.6294 -5.3 1.5 -4.2 0.282
H -1.2718 2.3308 1.3147 -0.5 -1.8 0.0 0.328

=====

(10)
14
Properties=species:S:1:pos:R:3:forces:R:3:mulliken_charge:R:1 method="wB97M-V/def2-TZVPD" smiles=CC.CO homo_ev=-9.935 gap_ha=0.399 spin_multiplicity=1 total_charge=0
C 0.4017 0.0781 -0.9136 -0.7 0.1 -0.5 -0.624
C 0.8616 -0.0357 -2.3784 0.7 1.4 -2.8 -0.966
H 0.9811 0.7210 -0.2904 1.4 -0.1 0.4 0.321
H -0.5490 0.6983 -0.7961 0.6 -1.6 -0.6 0.282
H 0.3531 -0.9633 -0.5048 -0.4 1.2 0.0 0.178
H 1.1684 0.9716 -2.9765 -0.9 -2.0 1.8 0.241
H 0.0397 -0.4550 -2.9724 -0.2 0.3 0.1 0.278
H 1.6785 -0.7310 -2.7474 -0.4 0.6 1.6 0.294
C -0.4319 0.0074 2.3826 1.4 -1.2 -1.3 -0.397
O -1.5793 -0.2585 1.6726 -0.3 0.5 -3.2 -0.442
H -0.6626 0.1217 3.4711 0.9 -1.1 -0.6 0.339
H 0.0323 -0.9135 1.7769 1.5 1.9 3.0 0.110
H 0.0228 0.9795 2.0943 -0.1 -0.6 -0.1 0.119
H -2.3162 -0.2207 2.1821 -3.4 0.4 2.2 0.266

=====

(11)
15
Properties=species:S:1:pos:R:3:forces:R:3:mulliken_charge:R:1 method="wB97M-V/def2-TZVPD" smiles=CCO.CO homo_ev=-10.391 gap_ha=0.412 spin_multiplicity=1 total_charge=0
C 0.0506 0.4397 -0.6601 1.2 -1.1 -1.2 -1.004
C 0.1573 1.5685 -1.7740 1.0 -0.3 2.2 -0.177
O 0.7314 1.1039 -2.9954 -0.5 1.2 0.4 -0.495
H 1.1147 -0.1272 -0.4143 -2.7 1.5 -0.8 0.244
H -0.4033 0.7844 0.2985 0.3 -0.2 -0.9 0.337
H -0.6681 -0.2635 -1.1990 0.9 0.2 1.3 0.314
H 0.8509 2.3692 -1.3339 -1.4 -0.6 -1.0 0.248
H -0.9093 1.8497 -1.9202 0.9 0.5 -0.1 0.249
H 0.8641 0.1758 -2.9122 0.2 -1.1 0.0 0.283
C 0.0564 -1.3320 2.3231 -0.3 0.8 -3.3 -0.568
O -1.2700 -0.7730 2.0854 1.1 0.2 0.9 -0.490
H 0.2881 -1.8364 1.3159 0.2 0.1 1.8 0.240
H 0.7964 -0.5115 2.3735 -0.6 -0.3 0.4 0.232
H 0.0619 -1.9719 3.1755 0.2 -0.5 0.5 0.282
H -1.7210 -1.4758 1.6372 -0.7 -0.3 -0.3 0.305

=====

(12)
17
Properties=species:S:1:pos:R:3:forces:R:3:mulliken_charge:R:1 method="wB97M-V/def2-TZVPD" homo_ev="-7.948 / -7.947" gap_ha="0.267 / 0.267" spin_multiplicity=1 total_charge=0
C -3.9165 -1.5660 0.0670 0.3 0.9 -3.8 -0.034
C -0.2460 -0.7932 0.8094 -1.3 -1.0 2.5 -0.686
C 2.7055 1.4273 -0.4535 -0.7 -0.2 -3.0 -0.984
O -3.8597 -0.3805 -0.3105 -1.4 -3.3 2.1 -0.392
O -1.0419 -0.7852 -0.3679 1.6 -1.8 0.7 -0.219
P -1.7769 1.9259 0.3348 -0.5 0.7 -0.7 -0.160
P -1.9074 0.3809 -0.9863 0.5 2.3 -1.0 0.158
H 3.0058 0.4110 -0.7241 0.1 0.1 -0.5 0.273
H -3.7421 -2.4460 -0.6096 0.5 1.0 -0.5 0.218
H -4.2067 -2.0371 0.9473 -0.8 0.6 2.8 0.315
H -0.6080 -0.0480 1.5391 0.3 0.2 -0.6 0.314
H 0.8266 -0.7391 0.7101 0.2 0.4 -0.9 0.225
H -0.4098 -1.7392 1.4223 -0.1 0.6 -1.3 0.255
H 1.6053 1.5410 -0.8531 2.3 0.3 0.9 0.147
H 3.5049 2.1421 -0.8353 -1.5 -0.8 0.3 0.270
H 2.7697 1.3613 0.5741 -0.3 0.5 2.4 0.288
H -2.6428 2.7234 -0.5593 0.6 -0.7 0.5 0.013

=====

| no. | largest force on an atom (Eh/bohr) |
| --- | --- |
| 1 | 0.0604 |
| 2 | 0.0112 |
| 3 | 0.0567 |
| 4 | 0.0769 |
| 5 | 0.0663 |
| 6 | 0.1377 |
| 7 | 0.0067 |
| 8 | 0.0320 |
| 9 | 0.1382 |
| 10 | 0.0798 |
| 11 | 0.0659 |
| 12 | 0.0812 |